No. 1
Molecular formula: C9H23GeMoO5PS3
Method: DFT, the ωB97M-V functional and the def2-TZVPD basis

```
43
Properties=species:S:1:pos:R:3:forces:R:3
Mo -0.035171 0.986704 0.483185 0.443 0.074 -0.188
C 4.157488 -2.347030 -1.364006 0.073 0.019 0.021
C 3.157363 -1.528802 -2.135152 -0.093 -0.022 -0.060
O 1.822877 -2.129028 -1.994760 -0.016 0.060 0.077
P 0.701275 -1.439312 -1.145497 0.092 0.006 -0.032
S 0.212310 0.375237 -1.886773 0.051 0.044 -0.103
S 1.200688 -1.127057 0.772127 0.021 -0.141 0.090
O -0.488936 -2.454056 -1.205338 0.030 0.008 -0.051
C -1.079743 -2.822440 -2.497205 -0.011 -0.008 0.026
C -2.545391 -2.477896 -2.480500 -0.025 -0.022 -0.038
H 5.147929 -1.907430 -1.488233 -0.002 -0.007 -0.012
H 4.189562 -3.371579 -1.730536 -0.023 -0.007 0.003
H 3.924311 -2.355069 -0.299837 -0.020 0.002 -0.002
H 3.350917 -1.538581 -3.205259 0.022 0.017 0.013
H 3.112120 -0.493038 -1.795208 0.018 -0.005 0.019
H -0.903109 -3.889955 -2.604298 -0.003 0.001 0.011
H -0.552507 -2.302008 -3.297787 0.003 -0.001 0.002
H -3.043946 -2.947825 -1.633478 0.012 0.001 0.015
H -3.013005 -2.845994 -3.394227 0.004 0.008 -0.002
H -2.692680 -1.398405 -2.438824 0.014 0.006 0.023
C 1.585662 4.353780 -1.190186 0.007 -0.077 0.009
S 1.266229 3.455970 0.283493 -0.052 -0.089 -0.088
O 1.681206 4.210722 1.414969 -0.024 0.073 -0.018
O -0.214961 3.099768 0.280400 -0.045 0.000 0.149
O 1.883637 2.100016 0.154624 0.122 0.046 0.037
H 1.156883 5.346821 -1.080409 -0.032 -0.010 0.028
H 1.152248 3.825221 -2.035302 0.003 -0.034 0.014
H 2.667999 4.418333 -1.285979 -0.001 0.019 0.006
C -3.223049 1.782869 2.754495 -0.012 0.000 0.040
Ge -1.857013 0.450640 2.429531 -0.011 0.048 -0.146
C -2.152441 -1.376668 2.996708 0.045 0.029 -0.014
C -0.085322 1.105755 3.038079 0.325 0.248 -0.175
C -1.684717 0.390801 0.319309 -0.776 -0.128 -0.013
H -3.365375 1.890652 3.830418 -0.003 0.000 -0.004
H -4.174029 1.494490 2.310256 0.020 -0.039 -0.015
H -2.913719 2.741565 2.340541 0.033 -0.018 -0.009
H -2.087502 -1.423491 4.084065 -0.013 -0.001 0.000
H -1.391194 -2.026425 2.567473 0.011 0.023 -0.011
H -3.137665 -1.724744 2.692694 -0.010 0.033 -0.017
H -0.267075 1.861122 3.805337 -0.093 -0.096 0.067
H 0.587306 1.713721 2.381434 0.019 -0.083 0.192
H 0.527325 0.297049 3.429104 -0.054 0.006 0.090
H -2.576783 0.025597 -0.179451 -0.050 0.015 0.066
```
Positions in Å, forces in eV/Å.

Multiplicity ... 2
HOMO energy (alpha / beta) ... -12.40 / -12.43 eV
ΔE to the lowest compared entry with this formula, charge and spin ... 2.4 kcal per mole
Net charge ... +1
E_LUMO (alpha / beta) ... -4.151 / -4.433 eV
Kohn-Sham gap (alpha / beta) ... 8.25 / 8.00 eV

Mulliken atomic charge list, values in e, 4 entries:
1 Mo -0.7181
2 C -1.0301
3 C -0.2819
4 O -0.3531

No. 2
Molecular formula: C9H23N2Si
Method: DFT, the ωB97M-V functional and the def2-TZVPD basis

```
35
Properties=species:S:1:pos:R:3:forces:R:3
C -1.832444 -2.036518 -2.421739 -2.075 -1.145 -1.099
C -1.510226 -2.693356 -1.098441 4.788 0.258 -0.628
C -0.775157 -1.275159 -3.188476 -0.654 1.226 -2.574
C -0.819560 -1.683001 -0.146899 -0.084 -1.101 -2.232
C -0.145143 -0.275904 -2.262405 0.908 -1.025 0.313
C 0.324975 -1.086791 -1.003313 0.522 2.433 0.970
C -1.048124 1.479680 0.379009 0.826 -2.605 -0.221
C 0.645931 2.562403 4.055511 1.707 2.268 -2.880
C 0.958746 -0.185339 0.024399 1.149 1.461 -0.510
N 0.364708 0.872570 0.493792 -1.560 -0.291 -0.378
N 0.888752 2.870521 2.541041 -1.831 -1.551 1.971
Si 2.875316 -0.264742 0.647131 -3.160 0.210 1.403
H -2.293102 -2.794996 -3.048435 0.460 -0.542 -0.395
H -2.756837 -1.471267 -2.315669 0.182 0.955 0.424
H -2.294756 -3.087586 -0.587191 -2.605 -1.328 0.906
H -0.702187 -3.542494 -1.240329 -1.663 1.392 0.110
H -0.056557 -1.879297 -3.762512 0.271 -0.421 1.098
H -1.145522 -0.726771 -4.169073 -0.208 -0.760 2.207
H -1.515898 -0.950877 0.250203 0.064 -0.087 -0.337
H -0.382064 -2.204779 0.667978 0.307 -0.507 0.929
H 0.620067 0.287965 -2.762531 1.149 -0.212 -0.091
H -0.773103 0.532910 -1.995000 -1.295 0.240 0.331
H 1.071027 -1.818789 -1.345457 -0.469 -0.105 0.319
H -1.658663 0.631985 0.755141 -0.141 1.222 0.095
H -1.046033 2.333213 1.064211 -0.121 -0.116 -0.673
H -1.314651 1.564438 -0.685677 0.122 0.790 0.810
H 1.096765 3.397271 4.638677 -0.866 -0.545 -0.091
H -0.425224 2.475889 4.065593 -0.157 -0.409 0.964
H 1.277751 1.732549 4.214206 -0.123 -1.424 0.741
H 0.758578 1.316561 1.298487 0.699 0.835 0.582
H 1.790848 2.714659 2.192730 1.737 0.254 0.124
H 0.613444 3.800796 2.409155 -0.160 1.495 -0.633
H 3.478646 -0.605045 -0.553120 1.257 -0.885 -1.281
H 3.151284 1.114611 1.043043 0.176 0.149 0.104
H 2.578416 -1.105312 1.845963 0.849 -0.129 -0.380
```
Positions in Å, forces in eV/Å.

Multiplicity ... 1
HOMO energy ... -13.14 eV
ΔE to the lowest compared entry with this formula, charge and spin ... 51.4 kcal per mole
Net charge ... +1
E_LUMO ... -3.363 eV
Kohn-Sham gap ... 9.78 eV

Mulliken atomic charge list, values in e, 4 entries:
1 C -0.6788
2 C -0.8368
3 C -0.7166
4 C -0.8253

No. 3
Molecular formula: C9H23N2Si
Method: DFT, the ωB97M-V functional and the def2-TZVPD basis

```
35
Properties=species:S:1:pos:R:3:forces:R:3
C -1.712691 -2.546283 -1.434645 2.521 -0.954 0.014
C -0.270415 -2.764938 -0.983340 2.186 0.048 -0.735
C -1.920139 -1.094255 -1.822020 -4.095 -0.805 0.982
C 0.206721 -1.783601 0.070533 -2.032 1.793 0.744
C -1.510957 -0.058630 -0.806628 0.601 -0.807 1.490
C -0.024415 -0.349000 -0.474757 0.749 1.052 -0.895
C -0.560443 0.572396 2.530466 0.219 -1.131 4.748
C 1.035510 3.242697 0.586836 -1.716 -0.313 2.482
C 0.738815 0.657628 0.401437 1.209 1.035 1.393
N 0.650191 0.742726 1.844450 -2.283 -0.183 -4.004
N 0.222795 2.079894 0.002106 1.749 1.314 -2.885
Si 2.686514 0.514621 -0.167369 -1.868 1.891 0.237
H -1.727127 -3.085620 -2.377889 -0.715 -0.395 0.044
H -2.320157 -3.084207 -0.676352 -0.377 1.069 -0.578
H -0.085264 -3.766004 -0.653189 -0.221 -0.760 0.388
H 0.473292 -2.684037 -1.842105 -0.998 0.157 0.609
H -1.514299 -0.893049 -2.787564 0.471 0.117 -0.653
H -3.057502 -1.162279 -1.933312 1.256 1.149 -0.227
H -0.505145 -1.772011 0.968258 1.104 -0.529 -0.796
H 1.240688 -1.820551 0.424326 -0.241 -0.691 -0.137
H -1.767714 0.946762 -1.073312 0.376 0.698 -1.052
H -2.063822 -0.082844 0.133373 -0.324 -0.897 0.087
H 0.524834 -0.188280 -1.459992 -0.636 -0.716 0.670
H -1.430571 0.629761 1.979591 -1.662 0.085 -1.327
H -0.638493 -0.318645 3.281942 0.240 0.568 -1.990
H -0.584888 1.317430 3.324729 -0.474 0.757 -0.193
H 1.432011 2.764270 1.564868 -0.931 1.496 -1.346
H 1.851282 3.521051 0.006458 1.375 -0.009 -1.420
H 0.406272 4.214607 0.680517 0.776 -2.057 0.222
H 1.377249 0.509900 2.376747 3.769 -1.211 1.995
H 0.339217 2.075511 -1.077082 -0.939 0.411 2.124
H -0.744509 2.249883 0.280410 -0.012 -0.453 -0.337
H 2.713690 0.530468 -1.613825 -0.061 0.342 -0.553
H 3.422929 1.598710 0.482404 0.171 0.142 -0.009
H 3.116539 -0.714083 0.243930 0.812 -2.211 0.908
```
Positions in Å, forces in eV/Å.

Multiplicity ... 1
HOMO energy ... -12.79 eV
ΔE to the lowest compared entry with this formula, charge and spin ... 51.2 kcal per mole
SMILES string ... CN[C@]([SiH3])([NH2+]C)C1CCCCC1
Net charge ... +1
E_LUMO ... -2.892 eV
Kohn-Sham gap ... 9.90 eV

Mulliken atomic charge list, values in e, 4 entries:
1 C -0.5969
2 C -0.9720
3 C -0.7181
4 C -0.7135